Entry 1:
19
Properties=species:S:1:pos:R:3:forces:R:3 method="wB97M-V/def2-TZVPD" spin_multiplicity=1 max_force_ev_per_a=1.9 smiles=NCCNCCO
O 3.147723 -0.476988 -0.440786 0.28 0.69 0.44
N -1.251377 2.042054 0.334342 -0.55 0.66 -0.17
N 0.307559 -0.415921 0.753779 -0.17 0.49 -0.03
C -1.898673 0.744079 0.289402 -0.20 -1.49 -0.17
C 2.029425 -1.210475 -0.887311 -0.59 -1.08 1.01
C 0.691845 -0.539506 -0.639449 -0.66 0.52 -1.10
C -1.159304 -0.368560 1.020368 1.93 -0.25 -0.07
H 0.725531 0.405005 -1.223389 0.00 0.12 0.52
H -0.137039 -1.058289 -1.141101 0.43 -0.51 -0.06
H 2.115216 -1.464696 -1.942091 0.37 0.42 -0.12
H -2.001321 2.721748 0.271076 0.08 0.23 0.39
H -0.725255 2.264329 -0.508413 0.18 -0.57 0.15
H -1.561778 -1.330650 0.698614 -0.22 -0.02 0.26
H 2.033633 -2.163523 -0.353604 -0.17 -0.24 0.00
H -2.887949 0.737127 0.755530 -0.04 0.56 -0.13
H 0.616739 0.486703 1.083582 0.41 0.12 0.21
H -2.048963 0.328787 -0.718140 -0.06 0.50 -0.12
H 3.145107 -0.404091 0.538990 -0.26 -0.26 -1.01
H -1.141120 -0.297139 2.108596 -0.77 0.12 0.01



Entry 2:
25
Properties=species:S:1:pos:R:3:forces:R:3 method="wB97M-V/def2-TZVPD" charge=+1 spin_multiplicity=1 max_force_ev_per_a=5.7
O -0.437818 -0.460056 3.188521 0.18 1.03 2.01
O -0.845757 1.816844 3.128123 1.37 -2.02 1.85
O -2.080886 0.365865 1.854311 -0.22 2.52 0.72
O 0.438302 2.333861 0.761154 -0.94 1.74 -1.65
N -0.443823 0.393612 -0.410943 2.72 -0.15 -0.42
C 0.270149 -1.664764 -1.514650 2.16 -1.96 1.56
C 1.300976 -0.589285 -1.748026 -4.82 1.38 -1.64
C 0.294237 0.969437 0.738241 -0.74 0.16 5.30
C -0.455208 -1.118745 -0.266505 0.21 -1.49 -1.40
C 0.350548 0.650722 -1.724345 -0.07 1.40 1.34
C -0.933232 0.606236 2.572775 0.67 0.29 -5.69
H 1.705366 -0.692476 -2.671765 1.64 -0.20 -2.69
H -0.226929 -0.163370 4.110289 0.02 -0.65 -0.67
H -2.370683 -0.519280 1.775251 -0.06 -1.71 0.49
H -0.417399 -1.815422 -2.251407 -1.67 0.16 -2.56
H 1.297825 0.616805 0.994013 -0.40 -1.43 -1.08
H 0.630108 1.712247 -1.540332 1.03 -0.86 -0.35
H -1.325696 0.823839 -0.686577 -0.43 -0.19 1.48
H -1.376931 2.510071 2.793846 -1.31 0.72 -1.01
H 1.978582 -0.640046 -1.007351 2.52 0.46 2.49
H -0.448529 0.817018 -2.470218 0.74 -1.16 -0.37
H 0.777013 -2.743205 -1.474476 -1.07 2.29 0.80
H 0.762581 2.793493 1.565209 -0.33 -1.31 -0.47
H -1.480272 -1.435462 -0.340121 -0.32 -0.27 0.82
H 0.187105 -1.605114 0.474521 -0.89 1.27 1.13



Entry 3:
86
Properties=species:S:1:pos:R:3:forces:R:3 method="wB97M-V/def2-TZVPD" charge=-1 spin_multiplicity=1 max_force_ev_per_a=1.8
I 6.169812 0.575277 2.309655 0.16 -0.37 0.28
I 3.513647 1.937533 0.479440 -0.18 0.45 -0.42
Br 5.480956 -5.564926 -0.295452 0.09 -0.10 -0.30
Br 3.898907 -3.229716 -2.170908 0.08 -0.02 -0.06
Al 3.108325 -1.458365 0.489143 0.19 0.28 -0.01
F 0.639161 -3.241176 -0.931841 -0.51 0.61 0.07
F -0.898485 -1.689246 -1.273960 0.31 0.12 0.04
F -0.097143 -0.628241 2.397769 -0.44 -0.44 0.08
F -3.254232 -0.845666 2.692542 0.10 0.12 -0.90
F 1.541161 -0.840106 -1.751117 -0.03 0.20 0.03
F -3.050747 3.789491 1.320954 0.26 -0.36 -1.22
F -4.242346 1.420712 0.122460 1.23 0.35 0.09
F -3.281411 1.461173 2.509877 0.40 0.10 -0.27
F 0.482069 -3.082742 1.593899 -0.93 0.20 -0.32
F -1.307175 3.462159 0.019158 -1.80 -0.26 -0.11
F -1.552362 -3.318538 0.677891 0.78 0.27 0.04
F -3.348626 3.690773 -0.871747 0.89 -0.21 0.96
F -1.185881 1.519986 1.898732 -0.32 0.06 -0.30
F 0.683673 0.101202 0.046068 -0.38 0.62 0.09
F -1.490599 -2.221310 2.980163 0.69 0.00 -0.03
F -2.276333 1.103033 -0.839650 -0.16 0.27 0.48
F -2.995413 -1.013069 0.501193 0.22 0.03 0.72
O -0.073798 3.736211 -4.796008 0.03 0.15 0.04
O -4.847839 -2.838919 -4.431505 0.05 -0.13 -0.13
O 3.519219 5.405344 0.295995 0.17 0.01 0.30
O -2.355563 -4.993007 7.117097 0.04 -0.16 0.13
O 3.031949 -1.505854 2.229303 -0.14 -0.35 -0.29
C -2.782549 -4.090322 6.441234 -0.07 0.20 -0.15
C -2.887123 1.655021 0.229034 -0.38 -0.53 -0.22
C 0.124071 -2.060394 -0.451531 -0.06 -0.87 0.02
C -4.099601 -1.555502 -2.567524 0.05 -0.12 -0.12
C -0.731495 1.869587 -6.111040 0.08 0.08 -0.01
C -2.417555 -0.565660 1.655245 -0.40 -0.21 -0.25
C -2.391100 1.029471 1.575388 -0.14 -0.15 0.56
C -2.637912 3.193402 0.173582 0.38 0.63 0.18
C 2.152995 5.526894 -1.638508 0.04 -0.05 0.06
C -6.466796 -1.351578 -3.534078 0.00 -0.08 -0.08
C 4.599717 -4.042766 0.455605 -0.54 0.80 -0.75
C -1.452963 2.157666 -3.668352 0.06 0.17 0.07
C -2.702001 -2.651380 6.893420 0.07 -0.06 0.08
C -3.424792 -4.331323 5.097385 0.04 -0.15 0.02
C -1.090430 -1.416917 1.956787 0.05 0.18 0.15
C 2.673120 7.579090 -0.169342 0.07 -0.05 0.07
C -5.103746 -2.005835 -3.598193 -0.09 0.20 0.15
C 3.959365 -3.104062 -0.267462 0.35 -0.90 0.77
C -0.688583 2.698818 -4.848548 -0.04 -0.17 -0.11
C 2.852759 6.098392 -0.427801 -0.21 0.00 -0.28
C 6.773796 0.382589 -0.624157 -0.04 -0.03 0.16
C 4.743391 -4.003193 1.945410 0.05 -0.16 -0.08
C 1.273353 -1.054652 -0.398612 0.02 -0.53 -0.54
C -0.519141 -2.447686 0.905587 0.15 -0.34 0.51
C 4.293858 0.054517 -0.119873 -0.09 -0.92 0.61
C 5.738514 -0.192548 0.333179 -0.10 0.74 -0.06
H 2.499162 6.026006 -2.545016 -0.06 0.05 -0.02
H 2.882309 -0.627115 2.565999 -0.02 0.42 0.44
H 6.343181 1.224175 -1.144743 -0.11 0.34 -0.23
H 2.357513 4.461828 -1.711942 0.00 -0.02 0.02
H 7.663324 0.729848 -0.123894 0.36 0.00 0.13
H 3.221913 7.862687 0.724523 0.01 0.00 0.02
H -3.162246 -2.083258 -2.706169 0.08 -0.04 0.01
H -1.079447 1.170258 -3.397759 -0.02 -0.09 -0.01
H 7.063318 -0.373131 -1.341568 0.00 -0.21 -0.35
H -1.763300 1.751308 -6.446139 -0.02 -0.06 0.02
H 1.075530 5.684349 -1.560006 0.00 0.05 -0.05
H 3.038819 8.155019 -1.020816 -0.05 0.01 -0.04
H -3.925307 -0.481392 -2.654335 -0.05 0.03 0.07
H -1.331060 2.829658 -2.824127 -0.01 0.01 0.05
H -6.369012 -0.271930 -3.656474 0.00 0.03 0.06
H -6.925243 -1.537985 -2.561869 0.01 0.05 0.04
H 5.459266 -3.247374 2.235278 0.16 0.34 0.16
H -3.702950 -2.221415 6.954462 -0.01 0.03 -0.06
H -2.222610 -2.600014 7.866825 0.01 0.01 0.03
H -0.148396 2.355273 -6.888736 0.01 0.01 -0.01
H 4.331195 0.058143 -1.199999 -0.11 0.25 -0.43
H -0.325374 0.876142 -5.915457 -0.05 -0.04 0.01
H -4.480979 -1.756010 -1.565368 -0.02 0.08 0.03
H -7.102746 -1.751188 -4.319315 -0.01 -0.01 -0.02
H 5.873543 -1.256583 0.441436 0.18 -0.38 0.16
H 5.108903 -4.948804 2.310607 0.06 -0.32 0.13
H -2.512554 2.069247 -3.919837 0.01 -0.07 0.00
H -4.453385 -3.966956 5.105154 0.00 0.07 -0.03
H -3.418037 -5.394237 4.873160 0.00 -0.03 0.00
H 1.614904 7.809480 -0.036881 -0.02 0.02 -0.06
H -2.881055 -3.794601 4.319670 -0.04 0.07 -0.01
H 3.799359 -3.788248 2.414936 -0.31 0.25 0.22
H -2.128616 -2.066828 6.172401 -0.04 0.03 -0.04



Highest occupied orbital energy values (in eV) by entry order: -8.9 -11.5 -5.6.